# 1
ORCA calculation (ωB97M-V/def2-TZVPD) on a molecular structure, C51H84AuN4P4Si.

Values from the calculation:
DFT total energy (eV): -108934.4546
Orbital gap (eV): 6.0352
Highest occupied orbital energy (eV): -9.38
Charge: +1

Positions of all 145 atoms, in Å:
Au -0.381 0.632 0.226
P 2.690 1.623 -1.042
P 0.178 1.534 2.522
P -2.612 1.289 -0.799
P -0.472 -2.896 -0.133
Si 0.176 2.932 -0.430
N -1.602 -3.614 0.863
N -0.085 -1.441 0.191
N -1.010 -3.216 -1.704
N 0.852 -3.950 -0.006
C -2.185 2.676 3.198
C -2.255 -3.867 -2.070
C 1.086 3.586 -1.951
C 0.647 4.619 -2.763
C -2.797 5.856 -0.317
C -1.819 1.608 -3.376
C -5.238 1.141 0.578
C -1.823 -5.043 0.860
C 3.135 -3.947 0.920
C -3.969 5.153 -0.544
C 2.033 5.105 3.283
C -2.721 3.092 -0.599
C 5.239 3.035 -0.760
C 2.340 3.010 -2.172
C 1.517 0.408 3.166
C -1.977 -3.437 3.279
C -0.830 2.121 5.234
C -0.340 -2.487 -2.761
C 2.139 5.657 2.018
C 3.462 -5.321 0.311
C -0.308 -3.334 -4.029
C 1.454 3.861 3.446
C 2.722 4.557 -3.966
C 1.648 4.968 0.926
C 1.030 3.733 1.071
C 4.476 0.298 -3.010
C -3.926 0.447 0.237
C -1.532 3.799 -0.411
C -2.279 -4.932 3.308
C -1.593 5.177 -0.259
C -1.735 -3.637 -4.518
C -1.490 -5.654 2.220
C 0.848 -0.866 3.679
C 4.180 2.201 -0.052
C 3.181 0.224 -2.211
C -1.168 1.711 3.805
C -2.294 -2.877 1.892
C 2.526 0.985 4.150
C 4.786 1.003 0.675
C 1.643 -3.808 1.198
C -4.141 -0.930 -0.381
C -2.764 -3.367 -3.418
C 3.117 -1.088 -1.431
C 0.952 3.168 2.344
C 2.216 -5.925 -0.341
C 1.406 -4.825 -1.019
C -3.933 3.777 -0.684
C 1.464 5.103 -3.771
C 3.161 3.507 -3.176
C -4.326 1.587 -3.124
C -3.005 1.030 -2.608
H -3.347 -5.081 3.131
H 1.733 5.399 -0.062
H 2.236 -1.107 -0.790
H 2.046 0.163 2.231
H 5.434 0.434 0.012
H -4.910 5.678 -0.616
H -2.472 2.355 2.194
H 2.496 -6.678 -1.078
H 4.573 -0.609 -3.608
H -2.973 -2.296 -3.361
H -0.888 1.147 -3.045
H -5.176 1.189 -2.576
H -3.702 -3.872 -3.653
H 1.345 -4.562 1.939
H -5.781 0.518 1.289
H 4.148 3.105 -3.339
H -3.169 -1.387 -0.580
H -0.923 -3.258 3.499
H 2.333 0.243 -2.913
H 0.257 -2.813 -4.801
H 3.295 0.242 4.359
H 4.812 3.950 -1.161
H 0.276 -0.687 4.588
H 3.432 -3.158 0.230
H -1.978 -1.832 1.805
H -5.066 2.107 1.050
H 2.070 -4.275 -1.703
H -0.499 3.155 5.279
H 0.174 -1.248 2.911
H 1.123 5.919 -4.391
H -0.328 5.059 -2.591
H -0.419 -5.560 2.411
H -0.071 1.480 5.676
H 4.484 1.142 -3.691
H 0.593 -5.257 -1.610
H -2.100 -4.954 -2.138
H -1.733 2.037 5.839
H 1.421 -2.824 1.618
H -0.676 5.725 -0.101
H -1.932 1.437 -4.445
H -2.875 -5.252 0.628
H -3.005 -0.062 -2.723
H -0.841 -1.529 -2.961
H 6.010 3.308 -0.041
H 2.584 6.633 1.887
H 0.219 -4.263 -3.808
H 5.715 2.486 -1.567
H 1.393 3.434 4.435
H -1.198 -5.486 0.083
H 5.339 0.357 -2.352
H 2.402 5.641 4.147
H 3.370 4.954 -4.734
H -1.765 3.679 3.122
H -1.737 -6.717 2.207
H -3.379 -2.930 1.726
H -1.799 -4.682 -4.826
H -1.976 -3.020 -5.386
H 3.683 -3.798 1.853
H -1.742 2.682 -3.210
H 3.695 2.847 0.698
H 2.057 1.253 5.093
H -3.004 -3.686 -1.294
H 3.999 0.347 1.046
H -3.079 2.725 3.815
H -4.688 -1.573 0.304
H -5.869 1.271 -0.298
H 3.014 1.865 3.738
H -2.581 -2.920 4.027
H 4.006 -1.205 -0.815
H 3.064 -1.928 -2.123
H -3.376 0.307 1.183
H 1.598 -6.413 0.417
H 3.836 -6.010 1.072
H -2.041 -5.353 4.285
H -2.816 6.929 -0.205
H -4.852 3.249 -0.873
H -1.604 0.699 3.823
H -4.706 -0.861 -1.308
H 1.601 -1.622 3.902
H 4.254 -5.203 -0.432
H -4.343 2.673 -3.061
H 5.386 1.335 1.520
H -4.443 1.309 -4.171
H 0.665 -2.256 -2.401

Cartesian forces, eV/Å:
-0.57 0.22 -0.35
0.70 -0.06 -0.55
0.77 -0.29 -0.15
0.15 0.07 -0.15
0.54 -0.19 -0.59
-0.73 0.26 1.11
0.06 0.50 -0.25
-0.35 0.40 0.41
0.08 0.32 0.66
-0.50 0.67 -0.12
-0.07 -0.13 -0.12
-0.25 -0.20 0.11
-0.18 -0.76 0.22
-0.23 0.17 0.01
0.00 0.04 -0.01
-0.01 -0.13 0.06
0.24 0.14 -0.03
0.25 -0.26 0.11
-0.06 -0.05 0.07
-0.06 0.04 -0.01
0.06 0.07 0.15
0.02 -0.04 0.04
-0.22 0.00 0.05
-0.02 -0.13 0.18
-0.13 0.02 -0.21
-0.24 -0.04 -0.20
0.22 -0.15 -0.15
0.32 -0.05 -0.13
0.01 0.17 0.05
-0.02 -0.08 0.09
0.06 0.17 0.04
-0.08 0.00 -0.02
0.02 0.03 -0.07
0.09 0.11 -0.20
-0.10 -0.48 -0.26
-0.20 0.24 0.07
0.57 -0.10 0.20
0.23 -0.47 -0.11
0.29 -0.01 0.07
0.09 0.13 -0.06
-0.04 0.09 0.04
-0.22 0.02 -0.11
-0.04 0.11 -0.21
-0.47 -0.12 0.12
-0.40 0.04 0.30
-0.17 -0.30 -0.67
0.01 0.25 0.23
-0.07 0.00 -0.17
-0.15 0.13 0.04
0.17 0.07 0.43
0.25 0.04 0.08
0.11 -0.21 0.02
-0.18 0.21 0.02
-0.16 -0.03 0.03
0.10 0.11 -0.21
-0.21 -0.20 -0.12
0.02 0.04 -0.01
-0.03 0.11 0.00
0.07 0.14 -0.07
0.07 -0.08 0.25
0.47 -0.30 0.31
-0.10 -0.05 0.06
0.07 0.11 -0.09
-0.09 -0.23 0.10
-0.10 -0.03 0.17
0.03 -0.12 -0.05
-0.08 0.03 0.01
-0.08 0.09 -0.01
-0.01 -0.06 0.03
0.01 -0.03 0.00
-0.07 0.03 0.06
0.12 -0.02 -0.07
-0.13 0.00 0.03
-0.04 0.08 0.04
0.08 0.04 0.11
-0.01 -0.06 -0.01
0.02 -0.03 -0.01
-0.03 -0.24 -0.09
0.08 -0.01 0.06
0.08 0.01 0.10
0.08 -0.01 -0.06
0.00 -0.08 0.01
0.06 0.08 -0.04
-0.01 0.05 0.12
0.02 0.06 0.03
-0.12 -0.07 0.06
-0.10 0.03 0.00
-0.02 -0.05 -0.16
0.01 0.06 0.04
-0.01 -0.19 -0.02
0.00 0.04 -0.06
-0.04 0.03 -0.09
0.01 -0.01 -0.01
0.06 0.00 0.10
0.12 0.06 -0.09
0.07 0.08 -0.03
-0.17 -0.02 0.00
-0.02 0.00 0.01
0.11 -0.07 0.07
0.05 0.17 0.05
-0.01 -0.02 -0.08
-0.03 -0.04 -0.10
0.03 0.11 -0.01
0.08 0.09 -0.03
0.08 0.04 0.05
0.08 0.03 -0.01
0.05 0.01 0.02
0.09 -0.06 -0.13
0.04 -0.01 0.04
-0.14 -0.05 0.01
0.15 0.00 0.03
0.04 0.02 0.01
0.02 0.00 -0.08
0.00 0.07 -0.01
0.02 -0.05 0.02
-0.06 0.01 0.02
-0.05 0.03 -0.07
0.00 -0.09 -0.07
0.04 0.06 -0.05
0.01 0.13 -0.05
0.08 -0.11 -0.10
0.00 0.05 0.16
-0.02 -0.11 -0.02
0.07 -0.17 0.11
-0.08 0.02 0.06
-0.05 -0.04 0.05
-0.09 0.07 -0.08
0.10 0.04 0.06
0.03 0.09 0.07
0.08 -0.09 0.04
0.05 -0.11 -0.02
-0.11 -0.04 -0.15
-0.06 -0.03 -0.07
0.05 0.06 0.00
-0.07 -0.01 0.06
-0.04 0.10 0.04
-0.10 -0.06 0.02
0.03 0.16 0.01
-0.05 -0.03 -0.10
0.02 -0.07 -0.03
-0.01 -0.08 0.00
-0.02 0.09 -0.04
0.07 0.03 0.07
0.00 -0.01 -0.06
0.00 0.06 -0.21


# 2
ORCA calculation (ωB97M-V/def2-TZVPD) on a molecular structure, C42H68Br45N2O3.

Values from the calculation:
DFT total energy (eV): -3205674.0019
Orbital gap (eV): 7.2014
Highest occupied orbital energy (eV): -10.66
Charge: +1

Positions of all 160 atoms, in Å:
Br -6.126 -1.041 -4.488
Br -0.427 1.718 6.298
Br -3.279 -5.657 3.571
Br 6.999 -2.015 -1.811
Br 7.058 4.913 2.128
Br -1.357 -6.396 1.135
Br 4.329 3.584 -8.946
Br 3.998 4.125 2.536
Br 13.180 -6.283 -4.312
Br 10.608 2.115 2.012
Br 4.519 4.282 6.437
Br 5.387 3.714 -0.316
Br 8.828 -1.954 -4.418
Br -8.078 -0.681 9.747
Br -2.802 -3.240 9.330
Br -6.600 1.461 7.908
Br -9.775 3.126 8.776
Br 1.450 3.651 -7.576
Br 2.347 4.008 8.778
Br -3.188 1.175 7.814
Br 8.089 0.530 0.899
Br 2.023 1.647 -9.986
Br -4.283 -12.344 -5.263
Br 3.771 -1.629 -4.413
Br -5.258 -3.651 -6.097
Br -5.757 -1.620 7.770
Br -5.614 -9.824 -6.696
Br -3.585 -6.169 10.334
Br -5.312 -3.668 -2.907
Br 2.255 -0.651 -7.035
Br -5.041 -3.611 11.565
Br 8.209 -4.729 -2.971
Br -12.772 2.039 8.801
Br -1.599 -6.687 -3.652
Br -3.843 -4.481 0.658
Br 9.264 3.051 -0.710
Br -11.073 1.978 6.101
Br 12.001 -3.568 -5.493
Br -3.525 -8.725 -2.134
Br -2.442 -10.150 -6.660
Br 3.717 1.409 7.558
Br 12.890 -3.719 -2.437
Br 1.192 -3.198 -5.434
Br -0.563 -9.608 -2.902
Br -0.931 -1.057 7.784
O -2.394 0.389 -2.266
O -2.907 0.576 -5.495
O -4.600 1.866 -5.970
N 0.182 1.732 -1.535
N 1.713 2.664 0.208
C 12.169 -4.689 -3.937
C -7.192 -0.369 8.067
C -1.328 3.264 -0.076
C -3.155 -5.963 1.676
C -3.120 1.037 -0.019
C 5.639 3.735 1.602
C -2.803 -0.627 -4.725
C 7.554 -2.967 -3.394
C -1.405 -0.704 -4.094
C 1.970 6.840 -1.032
C -4.090 -10.484 -5.720
C -6.109 -2.967 -4.513
C -0.983 -2.211 2.135
C -1.296 0.833 7.776
C 2.436 3.359 -9.208
C -0.465 -1.125 1.190
C -1.035 -1.790 3.610
C 0.004 0.356 -2.211
C -4.208 -4.375 10.008
C 0.113 -0.913 -1.348
C -0.886 -1.371 -0.279
C -1.117 3.059 1.274
C 3.122 3.207 7.212
C 1.099 1.493 -0.371
C 2.533 7.376 1.406
C -4.336 0.161 -0.395
C 0.609 -1.201 5.492
C -11.020 1.864 8.025
C 0.868 4.187 -2.162
C 9.658 1.554 0.437
C 2.873 5.706 -1.593
C 0.912 2.677 -2.470
C 1.618 6.622 0.441
C 2.735 -2.164 -5.949
C -3.986 1.333 -5.159
C -2.451 1.450 -1.328
C -1.173 2.357 -1.250
C 0.136 -0.889 4.048
C 2.136 4.920 -2.694
C -1.704 -8.147 -2.397
C 1.131 0.106 -3.268
C -1.262 0.445 -3.117
H 3.816 6.102 -1.949
H 2.118 4.115 -9.911
H 6.676 -3.094 -4.012
H 1.814 2.533 1.202
H 1.818 5.674 -3.405
H 2.026 7.533 2.353
H -10.658 0.877 8.274
H -0.150 3.148 1.750
H -3.609 -0.774 -4.014
H -4.042 -9.933 -4.792
H -4.807 0.660 -1.239
H 3.059 4.997 -0.777
H 0.065 -1.705 -2.079
H 1.678 -1.376 5.494
H -1.351 -7.775 -1.446
H 2.835 4.244 -3.182
H 1.169 -0.926 -3.581
H 2.797 8.361 1.035
H -1.735 4.246 -0.310
H -5.077 0.153 0.391
H -1.342 -1.689 -3.646
H -4.193 1.440 -4.085
H -0.250 -3.013 2.091
H -3.540 1.892 0.487
H 1.916 0.856 -0.662
H 0.508 1.064 0.423
H -4.965 -4.436 9.240
H -0.738 -0.624 -4.937
H -1.332 2.972 -2.124
H -1.231 1.351 -3.722
H 11.171 -5.001 -3.662
H 5.933 2.734 1.887
H -0.666 -0.109 1.534
H 0.107 -2.076 5.877
H 0.619 -1.225 1.176
H 0.455 -0.353 6.146
H 0.748 4.482 -1.131
H -1.009 -2.677 4.230
H -2.850 -1.472 -5.404
H -4.041 -0.823 -0.731
H 2.659 2.772 -0.136
H 0.048 4.641 -2.710
H -3.774 -6.818 1.447
H -3.225 2.107 -1.733
H 0.990 -0.966 3.392
H -7.922 -0.532 7.287
H -0.876 1.245 8.683
H 2.334 3.142 6.475
H -2.456 0.510 0.657
H 1.645 5.567 0.708
H 3.440 6.839 1.645
H 0.602 6.961 0.626
H -0.242 0.127 4.068
H 0.958 0.663 -4.177
H 1.961 2.442 -2.485
H 2.110 0.326 -2.866
H -1.934 -1.184 -0.456
H 1.035 6.805 -1.590
H -7.136 -3.299 -4.534
H 3.362 -2.807 -6.549
H 2.410 7.813 -1.189
H -1.928 -2.603 1.787
H 1.101 -1.074 -0.939
H -0.857 -2.462 -0.293
H -1.944 2.824 1.934
H 0.490 2.616 -3.457
H 10.313 0.895 -0.115
H -1.974 -1.280 3.814

Cartesian forces, eV/Å:
-0.51 -0.07 -0.08
-0.34 0.91 0.13
0.06 0.05 -0.13
0.02 -0.02 -0.06
-0.14 -0.03 -0.06
0.02 0.02 0.04
-0.11 -0.03 0.02
0.01 -0.04 -0.03
-0.03 0.09 0.02
-0.06 -0.02 -0.04
-0.04 -0.01 0.12
0.19 -0.14 0.18
-0.11 -0.04 0.13
0.04 0.04 -0.08
-0.24 -0.13 0.14
0.04 -0.17 -0.03
-0.19 0.04 0.01
0.02 -0.03 -0.01
0.07 0.01 -0.05
0.22 0.00 -0.10
-0.05 0.13 -0.01
0.00 0.06 0.06
0.01 0.09 -0.03
0.28 -0.16 -0.06
0.01 0.04 0.10
-0.06 0.07 0.05
0.07 -0.03 0.03
-0.02 0.09 -0.01
0.09 -0.05 0.01
-0.02 -0.02 0.05
0.06 -0.02 -0.08
-0.01 0.08 0.01
0.09 0.01 -0.06
-0.05 -0.04 0.02
-0.08 0.02 -0.04
-0.05 -0.14 0.05
0.02 0.00 0.06
0.14 -0.08 -0.01
0.04 0.06 0.00
-0.06 0.00 0.03
-0.03 0.04 -0.02
-0.03 -0.03 -0.07
0.03 -0.01 0.01
-0.08 0.06 -0.01
-1.18 0.36 1.80
0.40 0.20 0.19
-0.32 -0.46 0.67
-2.40 2.33 -2.81
0.74 -0.38 -0.37
-0.02 0.18 -0.37
-0.01 -0.01 0.01
-0.05 -0.03 0.00
0.44 0.11 0.72
-0.03 -0.04 0.03
-0.47 -1.33 -0.44
0.17 -0.13 0.01
1.21 -0.66 -0.01
0.01 0.03 -0.09
-1.50 0.33 -0.26
-0.15 -1.24 0.01
0.00 -0.01 0.01
0.05 -0.02 -0.03
0.54 0.46 0.46
-0.13 -0.14 0.30
0.10 -0.05 -0.03
0.07 0.07 -0.72
0.23 0.19 -0.40
0.76 -0.83 -2.65
0.02 -0.07 0.05
-1.34 -0.36 0.39
0.33 -0.67 1.27
0.41 -0.24 -0.27
-0.06 -0.06 -0.06
0.38 0.76 1.72
-0.24 0.00 0.26
0.42 0.79 -0.21
0.85 0.09 -1.62
-0.01 0.00 0.06
0.11 0.76 -0.42
0.16 0.11 0.03
-0.89 -0.25 0.43
0.00 1.54 0.46
0.21 0.73 0.32
-0.04 0.06 -0.05
1.97 -1.46 1.88
-0.90 0.43 0.56
0.91 0.90 -0.59
-0.43 -0.37 1.04
0.22 0.38 0.45
0.08 -0.05 -0.03
0.09 0.62 0.60
0.38 -1.03 1.44
0.24 -0.09 -0.14
-0.03 0.01 0.01
-0.02 -0.02 0.02
-0.15 0.07 0.20
0.02 -0.10 -0.54
-0.09 0.00 0.23
0.00 -0.01 0.02
0.53 -1.99 -0.18
0.15 0.44 0.14
0.01 0.00 0.00
-0.28 -0.11 -0.23
0.25 0.35 -0.16
-0.10 -0.07 -0.49
0.35 -0.21 0.02
-0.04 0.02 0.02
-0.02 -0.16 -0.22
-0.28 -0.23 0.24
0.04 0.15 -0.16
-2.28 -0.70 -0.19
-0.01 -0.36 0.32
0.29 -0.10 0.26
0.20 -0.39 0.30
-0.06 -0.39 -0.26
0.28 0.50 0.09
-0.32 -0.72 -0.68
-0.18 -0.55 -0.17
-0.01 0.01 0.00
0.56 0.00 -0.02
0.26 0.27 -0.25
-0.05 0.34 0.07
-0.01 0.02 0.00
0.01 -0.01 -0.02
-0.28 0.04 0.17
0.19 -0.13 -0.10
0.28 0.24 0.14
0.37 -0.57 -0.49
-0.08 -0.45 0.33
-0.23 -0.32 0.04
-0.27 -0.02 -0.38
-0.14 -0.32 0.11
0.09 0.24 -0.10
-0.43 -0.13 0.04
0.01 -0.01 -0.02
0.26 0.61 -0.17
0.12 0.05 -0.41
0.01 0.02 -0.02
0.07 0.02 -0.04
-0.02 -0.03 0.02
0.11 0.07 0.22
-0.10 -0.25 -0.15
0.35 -0.11 -0.19
-0.21 0.07 -0.04
0.28 0.35 -0.41
0.22 0.39 -0.21
0.24 -0.72 -0.03
0.27 0.12 -0.02
-0.09 0.48 -0.23
-0.08 0.25 -0.19
-0.02 0.02 0.01
0.01 -0.01 0.01
0.11 0.30 -0.01
-0.33 -0.08 0.04
0.39 0.44 0.06
0.13 -0.23 -0.43
-0.52 2.21 0.51
-0.06 -0.62 -0.35
-0.04 -0.04 -0.01
-0.19 0.07 0.13